Formula: C21H19IN9ORuS2
Source: the OMol25 dataset
Level of theory: wB97M-V/def2-TZVPD

Calculated values
multiplicity	2
expectation value of S²	0.7542
charge	+2
highest occupied orbital energy (spin up / spin down)	-13.6 / -13.6	eV
E	-69886.1424	eV
gap between HOMO and LUMO (spin up / spin down)	8.0 / 6.5	eV

CARTESIAN COORDINATES (ANGSTROEM)
Ru: 0.1618 -0.0764 -0.1785
O: -2.9550 1.5993 1.3745
C: -1.8295 1.1532 1.3644
N: -0.8219 1.5070 0.4972
C: -1.1223 2.6302 -0.3829
C: -0.2637 2.5169 -1.5929
C: -0.0224 3.5674 -2.4657
C: 0.7989 3.3619 -3.5574
C: 1.3595 2.1047 -3.7596
C: 1.0753 1.1059 -2.8577
N: 0.2762 1.3099 -1.7905
C: -1.3655 0.0936 2.3105
C: -1.9820 -0.1663 3.5146
C: -1.4712 -1.1897 4.3024
C: -0.3736 -1.9094 3.8511
C: 0.1857 -1.5840 2.6269
N: -0.3037 -0.5925 1.8770
H: -0.9536 3.5861 0.1233
H: -2.1836 2.6340 -0.6554
H: -0.4726 4.5327 -2.2758
H: 1.0079 4.1721 -4.2433
H: 2.0020 1.9058 -4.6052
H: 1.4731 0.1070 -2.9742
H: -2.8391 0.4244 3.8069
H: -1.9274 -1.4283 5.2539
H: 0.0490 -2.7145 4.4351
H: 1.0443 -2.1159 2.2360
N: 1.9226 2.5900 0.9774
C: 2.6391 1.4758 0.7714
N: 2.1245 0.3486 0.3065
C: 3.0811 -0.6510 0.1939
C: 4.3202 -0.2785 0.5508
S: 4.3293 1.3728 1.0588
C: 2.5832 -1.9196 -0.2913
C: 3.2067 -3.1051 -0.3550
S: 2.1480 -4.2991 -1.0050
C: 0.9074 -3.1141 -1.1628
N: 1.2594 -1.9083 -0.7345
N: -0.2829 -3.4309 -1.6890
H: 0.9191 2.5214 0.9002
H: 2.3177 3.3749 1.4648
H: 5.2276 -0.8588 0.5420
H: 4.2133 -3.3518 -0.0608
H: -0.4549 -4.3528 -2.0490
H: -0.9766 -2.7129 -1.8130
I: -5.0054 -2.0178 1.5424
C: -3.6279 -1.3067 0.2000
C: -3.8097 -0.3104 -0.7499
N: -2.6543 -0.1514 -1.3829
N: -1.6843 -0.9945 -0.9251
C: -2.3106 -1.6939 0.0568
H: -4.6854 0.2698 -0.9941
H: -2.4647 0.4443 -2.1734
H: -1.7893 -2.4752 0.5859